[1]
{
  "formula": "C12H21F6N4O6RbS2",
  "method": "the ωB97M-V functional and the def2-TZVPD basis",
  "elements": ["Rb", "C", "F", "F", "F", "S", "O", "O", "N", "S", "O", "O", "C", "F", "F", "F", "C", "O", "N", "C", "C", "H", "H", "H", "H", "H", "H", "H", "C", "O", "N", "C", "C", "H", "H", "H", "H", "H", "H", "H", "C", "C", "C", "C", "N", "H", "H", "H", "H", "H", "H", "H"],
  "positions_angstrom": [[1.34, -0.25, 1.05], [-1.76, -0.24, -1.16], [-1.45, 0.79, -0.37], [-2.80, 0.10, -1.91], [-0.72, -0.47, -1.96], [-2.20, -1.74, -0.20], [-3.41, -1.41, 0.49], [-2.24, -2.76, -1.19], [-0.92, -1.81, 0.82], [-1.20, -3.01, 1.87], [-1.79, -2.57, 3.09], [-1.70, -4.22, 1.30], [0.54, -3.38, 2.37], [0.52, -4.50, 3.11], [1.28, -3.63, 1.28], [1.13, -2.43, 3.09], [1.33, 3.55, -0.28], [1.42, 2.34, -0.32], [2.36, 4.42, -0.28], [2.14, 5.85, -0.27], [3.73, 3.96, -0.27], [0.35, 4.04, -0.22], [1.11, 6.07, -0.51], [2.78, 6.32, -1.02], [2.39, 6.29, 0.70], [3.76, 2.88, -0.31], [4.28, 4.39, -1.11], [4.24, 4.28, 0.64], [-1.80, 0.75, 2.63], [-0.63, 0.87, 2.96], [-2.59, 1.75, 2.20], [-3.97, 1.51, 1.78], [-2.10, 3.10, 2.14], [-2.33, -0.21, 2.67], [-4.24, 0.48, 1.99], [-4.08, 1.72, 0.72], [-4.63, 2.18, 2.34], [-1.86, 3.41, 1.12], [-2.86, 3.80, 2.52], [-1.23, 3.22, 2.78], [2.25, -4.03, -4.00], [1.26, -4.58, -2.98], [0.62, -3.50, -2.11], [1.59, -2.56, -1.55], [2.40, -1.86, -1.13], [1.75, -3.48, -4.81], [2.81, -4.84, -4.47], [2.97, -3.36, -3.53], [1.77, -5.28, -2.32], [0.44, -5.08, -3.49], [0.13, -3.96, -1.24], [-0.18, -2.95, -2.60]],
  "multiplicity": 1,
  "homo_ev": -9.42
}

[2]
{
  "formula": "C12H21I2N2ORh",
  "method": "the ωB97M-V functional and the def2-TZVPD basis",
  "elements": ["C", "I", "H", "H", "H", "C", "C", "N", "H", "I", "N", "H", "Rh", "C", "O", "C", "C", "H", "H", "H", "C", "H", "H", "H", "C", "C", "C", "C", "C", "H", "H", "H", "H", "H", "H", "H", "H", "H", "H"],
  "positions_angstrom": [[1.25, -2.78, -2.63], [2.41, -1.94, -0.85], [2.01, -2.81, -3.41], [0.39, -2.20, -2.95], [0.99, -3.80, -2.32], [-1.37, 2.69, -2.51], [-0.19, 1.03, -1.55], [-1.38, 1.68, -1.56], [0.25, 3.27, -3.89], [2.02, 1.45, 1.33], [0.55, 1.64, -2.51], [-2.21, 3.34, -2.66], [0.47, -0.36, -0.32], [-0.69, -1.65, -0.99], [-1.47, -2.40, -1.42], [-0.17, 2.65, -3.12], [1.92, 1.30, -2.89], [2.47, 2.24, -3.04], [1.93, 0.72, -3.82], [2.40, 0.71, -2.11], [-2.51, 1.45, -0.68], [-3.43, 1.56, -1.24], [-2.51, 2.19, 0.14], [-2.47, 0.44, -0.24], [1.12, -1.64, 2.71], [0.04, -0.57, 2.79], [-1.34, -1.22, 2.80], [0.22, 0.22, 4.08], [0.12, 0.35, 1.55], [1.01, -2.30, 3.58], [2.12, -1.20, 2.72], [1.00, -2.25, 1.81], [-1.39, -1.92, 3.64], [-2.11, -0.46, 2.93], [-1.54, -1.77, 1.87], [1.19, 0.72, 4.11], [-0.58, 0.97, 4.18], [0.14, -0.46, 4.93], [-0.65, 1.12, 1.56]],
  "multiplicity": 5,
  "homo_ev": [2.40, -1.70],
  "charge": -2
}

[3]
{
  "formula": "C12H21N2O",
  "method": "the ωB97M-V functional and the def2-TZVPD basis",
  "elements": ["C", "C", "C", "C", "C", "C", "C", "C", "C", "C", "C", "C", "N", "N", "O", "H", "H", "H", "H", "H", "H", "H", "H", "H", "H", "H", "H", "H", "H", "H", "H", "H", "H", "H", "H", "H"],
  "positions_angstrom": [[2.97, 0.73, -0.93], [2.19, -0.42, -1.07], [2.56, -1.20, 0.12], [0.96, -0.67, -1.88], [0.19, 0.48, -1.10], [-0.16, 0.61, 0.19], [-0.54, -0.84, 2.38], [1.40, -1.30, 1.16], [-0.82, 3.01, -0.21], [-2.52, 1.29, 0.22], [0.41, -0.11, 1.39], [-1.13, 1.75, 0.50], [3.72, 0.64, 0.16], [-2.36, -2.81, -1.65], [3.63, -0.52, 0.74], [2.93, 1.72, -1.38], [0.98, -0.32, -2.95], [0.76, -1.76, -1.72], [-0.16, 1.38, -1.72], [-1.33, -0.18, 2.81], [0.01, -1.27, 3.29], [-1.18, -1.49, 1.74], [1.90, -1.44, 2.02], [2.87, -2.14, -0.14], [0.84, -2.23, 1.01], [-1.08, 3.27, -1.28], [0.30, 3.12, -0.20], [-1.27, 3.74, 0.32], [-3.34, 1.76, 0.74], [-2.72, 0.18, 0.28], [-2.55, 1.38, -0.87], [1.07, 0.73, 1.73], [-0.98, 1.96, 1.63], [-2.01, -3.25, -2.55], [-3.07, -2.16, -1.78], [-2.46, -3.66, -1.02]],
  "multiplicity": 1,
  "homo_ev": [-12.68, -12.68],
  "charge": 1
}

[4]
{
  "formula": "C12H21N2O",
  "method": "the ωB97M-V functional and the def2-TZVPD basis",
  "elements": ["C", "C", "C", "C", "C", "C", "C", "C", "C", "C", "C", "C", "N", "N", "O", "H", "H", "H", "H", "H", "H", "H", "H", "H", "H", "H", "H", "H", "H", "H", "H", "H", "H", "H", "H", "H"],
  "positions_angstrom": [[-0.31, 1.08, 1.56], [0.15, 1.99, 0.64], [-0.30, 0.09, -0.36], [-2.37, 2.30, -1.87], [-1.31, 2.65, -2.54], [1.20, 3.25, -1.91], [0.74, 0.88, -2.85], [-0.63, -3.73, 1.92], [1.17, -2.08, 2.92], [-1.02, -1.42, 1.40], [0.38, 1.93, -1.86], [0.18, -2.42, 1.75], [-0.60, -0.08, 0.98], [0.15, 1.37, -0.59], [0.86, -2.36, 0.51], [-0.41, 1.26, 2.55], [0.42, 2.96, 1.04], [-0.22, -0.67, -1.10], [-3.24, 2.71, -2.05], [-2.40, 1.66, -1.03], [-0.95, 3.33, -3.24], [2.20, 3.10, -2.35], [0.72, 3.99, -2.49], [1.35, 3.71, -1.00], [1.59, 0.44, -2.60], [0.03, 0.00, -2.99], [0.98, 1.39, -3.85], [0.09, -4.47, 2.34], [-1.45, -3.67, 2.58], [-0.80, -4.12, 0.99], [1.95, -1.27, 2.60], [1.81, -2.96, 3.20], [0.57, -1.62, 3.68], [-1.49, -1.73, 0.52], [-1.69, -1.27, 2.15], [1.14, -3.29, 0.20]],
  "multiplicity": 1,
  "homo_ev": -12.62,
  "charge": 1
}

[5]
{
  "formula": "C12H21N3",
  "method": "the ωB97M-V functional and the def2-TZVPD basis",
  "elements": ["C", "C", "C", "C", "N", "H", "H", "H", "H", "H", "H", "H", "C", "C", "C", "C", "N", "H", "H", "H", "H", "H", "H", "H", "C", "C", "C", "C", "N", "H", "H", "H", "H", "H", "H", "H"],
  "positions_angstrom": [[2.13, -1.29, 1.78], [2.76, -0.36, 0.76], [2.68, 1.12, 1.15], [1.31, 1.60, 1.24], [0.24, 1.99, 1.31], [2.22, -0.90, 2.80], [2.58, -2.28, 1.77], [1.06, -1.43, 1.60], [2.29, -0.47, -0.22], [3.81, -0.58, 0.61], [3.19, 1.73, 0.40], [3.18, 1.30, 2.10], [-1.84, -0.75, 0.39], [-2.59, -1.68, 1.32], [-2.70, -1.12, 2.74], [-1.38, -0.84, 3.31], [-0.33, -0.66, 3.75], [-2.27, 0.25, 0.38], [-1.85, -1.12, -0.64], [-0.80, -0.66, 0.69], [-2.08, -2.64, 1.37], [-3.60, -1.84, 0.94], [-3.19, -1.83, 3.41], [-3.28, -0.19, 2.80], [-1.17, 1.84, -3.47], [-0.07, 1.71, -2.43], [0.61, 0.31, -2.39], [0.71, -0.34, -3.70], [0.79, -0.85, -4.73], [-0.80, 1.61, -4.47], [-1.58, 2.84, -3.48], [-1.98, 1.13, -3.27], [-0.47, 1.90, -1.44], [0.71, 2.44, -2.63], [0.09, -0.39, -1.73], [1.62, 0.45, -2.01]],
  "multiplicity": 1,
  "homo_ev": -11.47,
  "smiles": "CCCC#N.CCCC#N.CCCC#N"
}

[6]
{
  "formula": "C12H21N3O4PdS",
  "method": "the ωB97M-V functional and the def2-TZVPD basis",
  "elements": ["Pd", "O", "S", "O", "O", "O", "C", "C", "C", "C", "N", "N", "H", "H", "H", "H", "H", "H", "H", "H", "H", "H", "H", "H", "C", "C", "C", "C", "C", "C", "C", "C", "N", "H", "H", "H", "H", "H", "H", "H", "H", "H"],
  "positions_angstrom": [[1.06, -1.38, 0.20], [4.66, -1.33, 2.08], [3.39, -0.89, 1.51], [3.21, 0.58, 1.59], [3.25, -1.31, 0.06], [2.21, -1.58, 2.16], [0.15, 5.13, -0.06], [1.14, 3.98, -0.22], [2.21, 4.06, 0.86], [1.78, 4.07, -1.61], [0.37, 2.74, -0.01], [1.08, 1.53, -0.19], [0.66, 6.09, -0.13], [-0.35, 5.06, 0.91], [-0.62, 5.10, -0.84], [2.81, 4.96, 0.74], [2.88, 3.19, 0.82], [1.75, 4.06, 1.85], [2.28, 5.03, -1.75], [1.02, 3.96, -2.39], [2.53, 3.29, -1.75], [-0.43, 2.72, -0.63], [1.68, 1.33, 0.61], [1.67, 1.55, -1.02], [-3.42, -1.06, -0.26], [-3.05, -2.51, -0.19], [-4.01, -3.51, -0.10], [-3.66, -4.86, -0.03], [-2.31, -5.18, -0.05], [-1.31, -4.22, -0.13], [0.14, -4.62, -0.14], [-1.66, -2.84, -0.21], [-0.77, -1.86, -0.34], [-4.50, -0.93, -0.24], [-3.02, -0.61, -1.18], [-2.97, -0.49, 0.56], [-5.06, -3.21, -0.08], [-4.42, -5.63, 0.05], [-2.00, -6.22, 0.01], [0.23, -5.71, -0.16], [0.69, -4.24, 0.72], [0.67, -4.21, -1.01]],
  "multiplicity": 3,
  "homo_ev": [-0.38, -0.68],
  "charge": -2
}